1.
{
  "formula": "C39H36HfN6O2S2",
  "method": "wB97M-V/def2-TZVPD",
  "elements": ["Hf", "S", "S", "O", "O", "N", "N", "N", "N", "N", "N", "C", "C", "C", "C", "C", "C", "C", "C", "C", "C", "C", "C", "C", "C", "C", "C", "C", "C", "C", "C", "C", "C", "C", "C", "C", "C", "C", "C", "C", "C", "C", "C", "C", "C", "C", "C", "C", "C", "C", "H", "H", "H", "H", "H", "H", "H", "H", "H", "H", "H", "H", "H", "H", "H", "H", "H", "H", "H", "H", "H", "H", "H", "H", "H", "H", "H", "H", "H", "H", "H", "H", "H", "H", "H", "H"],
  "coordinates": [[-6.30820, -13.41834, 14.69424], [-6.85769, -20.46893, 17.04331], [-9.15730, -12.31453, 8.51333], [-5.99269, -12.04885, 13.23727], [-4.62721, -14.36872, 14.27915], [-10.43083, -11.22263, 15.34732], [-6.98496, -15.67563, 14.97016], [-5.29817, -13.70777, 16.81115], [-8.39107, -13.17261, 15.95703], [-7.95727, -13.91375, 13.13426], [-6.15726, -11.45467, 15.88882], [-9.57041, -12.34168, 10.18131], [-6.41937, -9.85820, 14.03023], [-6.55317, -10.27826, 11.67495], [-7.66889, -16.14567, 13.89027], [-3.79377, -15.25590, 14.80193], [-6.87375, -17.93284, 15.85508], [-2.06459, -17.19369, 15.92343], [-10.54528, -10.37690, 9.40216], [-6.25082, -10.26527, 15.39352], [-9.24067, -14.75279, 10.79084], [-6.20289, -11.48709, 17.39068], [-6.86773, -8.93530, 11.48323], [-6.44375, -18.78391, 16.99345], [-8.73790, -15.72114, 11.69606], [-10.31916, -11.21234, 10.51254], [-6.05761, -20.69384, 18.50528], [-11.42812, -12.27656, 15.50949], [-4.34269, -14.54976, 17.07751], [-6.62862, -16.51888, 15.93893], [-6.75304, -8.53692, 13.83899], [-2.88830, -16.46510, 16.72419], [-3.73397, -15.48492, 16.19346], [-5.58566, -12.73862, 17.88151], [-5.72654, -18.44524, 18.08993], [-2.89591, -15.95699, 14.01005], [-10.89547, -13.42298, 16.34661], [-8.95357, -17.15306, 11.56910], [-8.52243, -13.01448, 12.31403], [-7.91615, -17.52391, 13.72975], [-5.54605, -19.51622, 18.99026], [-7.55560, -18.40714, 14.75126], [-8.10429, -15.22498, 12.86709], [-6.98315, -8.04466, 12.57537], [-2.09288, -16.91900, 14.56129], [-9.11596, -13.39819, 11.09895], [-9.57634, -14.02703, 15.84166], [-8.61259, -17.97102, 12.56171], [-9.96232, -10.84012, 8.25915], [-6.27467, -10.77236, 12.95318], [-4.67311, -12.44967, 18.38323], [-6.44275, -10.97931, 10.84171], [-5.68414, -10.63304, 17.76395], [-10.51572, -10.76076, 14.45106], [-6.08216, -16.10944, 16.74257], [-6.21286, -9.45223, 16.13016], [-7.25177, -11.31458, 17.66679], [-12.34436, -11.90922, 15.96333], [-2.88948, -16.56510, 17.81557], [-8.42738, -11.97316, 12.62497], [-2.94923, -15.84841, 12.92851], [-3.92878, -14.53366, 18.07269], [-11.12755, -9.47990, 9.48504], [-11.77029, -12.68285, 14.54382], [-9.97075, -10.38197, 7.29292], [-8.23280, -13.20242, 16.96750], [-9.63106, -15.07954, 9.85823], [-7.22670, -7.01156, 12.42294], [-11.65514, -14.21331, 16.36267], [-6.27547, -13.19568, 18.62420], [-1.36534, -17.89363, 16.33586], [-10.52219, -10.50869, 16.05654], [-9.48008, -17.45073, 10.69043], [-5.41924, -17.41466, 18.29982], [-7.06543, -8.58442, 10.48423], [-9.35847, -14.91822, 16.42994], [-8.77263, -12.26163, 15.73348], [-1.53888, -17.52417, 13.87674], [-6.89103, -7.87624, 14.68860], [-8.88532, -19.02309, 12.47775], [-5.08702, -19.50276, 19.99510], [-7.75666, -19.48543, 14.66439], [-10.65691, -11.08629, 11.53264], [-6.12348, -21.64972, 18.97259], [-9.73041, -14.34735, 14.81247], [-10.69209, -13.06026, 17.34847]],
  "forces_ev_per_a": [[0.11, 0.73, 0.78], [-0.05, 0.36, -0.73], [0.10, -0.21, 0.11], [-0.11, 0.38, -0.16], [0.06, 0.04, -0.09], [0.44, 0.12, -0.44], [-0.35, -0.06, 0.27], [0.25, -0.15, -0.20], [0.30, -0.51, 0.46], [-0.51, 0.45, -0.43], [-0.36, 0.13, 0.14], [-0.60, 0.96, 0.16], [0.47, -1.30, 0.45], [0.61, -0.58, -0.26], [0.55, -0.86, -0.18], [0.30, -0.06, 0.21], [0.18, 0.71, 1.06], [0.10, 0.09, 0.01], [-0.05, 0.08, 0.26], [0.19, 0.00, 0.47], [1.35, -0.03, 1.27], [-0.99, 0.78, -2.03], [-0.14, 0.04, 0.83], [-0.70, -0.43, -1.39], [-0.12, 0.54, 0.58], [0.97, -1.50, -0.06], [-0.17, 0.86, 0.28], [-0.56, -0.47, -0.23], [-0.77, 0.44, -0.05], [-0.75, -1.15, -1.87], [-0.41, 1.22, -0.48], [0.05, 0.43, 1.03], [-0.30, 0.50, -0.49], [-0.38, -1.25, 1.12], [0.16, 0.99, 0.91], [-0.72, -0.16, -0.82], [0.62, 0.02, -0.15], [-0.02, 1.91, -0.17], [0.59, -0.81, 0.29], [-0.49, 0.54, 0.07], [0.45, -0.95, 0.87], [0.53, -0.33, 0.31], [-0.28, -0.72, -0.20], [0.24, -0.85, -0.70], [-0.04, -0.36, -0.25], [-0.36, 0.10, -0.24], [-0.95, -1.23, -0.34], [-0.04, -1.18, 0.01], [-0.15, -0.02, 0.41], [-0.54, 0.46, 0.71], [0.32, -0.34, 0.27], [-0.15, 0.38, 0.14], [0.50, 0.62, 0.29], [-0.09, 0.09, 0.06], [0.18, 0.26, 0.72], [-0.13, 0.05, -0.30], [0.16, -0.44, 0.12], [-0.15, 0.14, 0.18], [0.18, -0.13, -0.39], [-0.07, -0.26, -0.41], [0.13, 0.18, 0.22], [0.17, 0.04, 0.49], [-0.09, 0.29, -0.22], [0.47, 0.29, 0.03], [-0.01, 0.07, -0.32], [0.37, 0.52, -0.26], [-0.53, -0.08, -0.63], [-0.12, 0.24, -0.10], [0.21, 0.10, 0.29], [0.56, 0.05, -0.26], [0.05, -0.37, 0.06], [-0.11, 0.07, 0.06], [-0.22, -0.52, -0.38], [0.03, -0.52, -0.04], [0.03, 0.07, -0.17], [-0.15, -0.21, -0.13], [0.05, 0.96, -0.04], [0.60, -0.20, -0.18], [0.19, -0.09, 0.04], [0.24, 0.16, 0.13], [-0.15, 0.34, -0.86], [0.01, 0.59, -0.10], [-0.21, 0.30, -0.12], [0.18, -0.37, 0.31], [0.18, 0.02, -0.10], [-0.32, -0.03, 0.50]],
  "mulliken_charge": [2.59, -0.18, -0.07, -0.78, -0.74, -0.56, 0.73, -0.26, 0.09, 0.30, -0.32, -0.46, 1.02, -0.31, -0.31, 0.26, 0.70, -1.05, -0.62, -0.14, -0.50, -1.02, -0.66, 0.31, 0.65, -0.52, -0.34, -0.73, -0.48, -1.57, -0.90, -0.36, 0.76, -1.06, -0.24, -0.72, -0.84, -1.37, -0.92, 1.08, -0.75, -0.94, 0.33, -0.85, -0.52, 0.49, -0.73, -1.12, -0.50, -0.29, 0.62, 0.50, 0.72, 0.14, 1.08, 0.42, 0.35, 0.42, 0.39, 0.83, 0.49, 0.57, 0.45, 0.33, 0.49, 0.30, 0.68, 0.47, 0.40, 0.20, 0.50, 0.22, 0.52, 0.48, 0.49, 0.32, 0.30, 0.44, 0.40, 0.46, 0.37, 0.46, 0.57, 0.48, 0.22, 0.35],
  "max_force_ev_per_a": 2.39,
  "total_charge": 2,
  "relative_energy_kcal_mol": 0.0,
  "homo_energy_ev": -12.83,
  "total_energy_ha": -2830.937813
}


2.
{
  "formula": "C6H9N",
  "method": "wB97M-V/def2-TZVPD",
  "elements": ["N", "C", "C", "C", "C", "C", "C", "H", "H", "H", "H", "H", "H", "H", "H", "H"],
  "coordinates": [[0.84018, 1.57050, 0.90392], [0.93510, -0.29193, -0.78660], [0.15468, 0.40823, 0.32740], [0.11318, -1.28587, -1.49235], [-0.32433, 1.78485, 0.04067], [-0.59392, -2.09259, -2.04143], [-0.46598, -0.56543, 1.30838], [-1.13441, -1.29017, 0.83384], [1.81855, -0.77811, -0.35451], [1.30043, 0.44968, -1.50507], [-1.23290, -2.79704, -2.52859], [0.53417, 1.67295, 1.87193], [-0.05567, 2.21839, -0.92145], [-1.00629, -0.05789, 2.11335], [0.35597, -1.13606, 1.76320], [-1.23878, 2.19049, 0.46732]],
  "forces_ev_per_a": [[0.17, 0.00, 0.14], [0.08, 0.04, 0.01], [0.01, -0.15, 0.01], [-0.29, -0.30, -0.23], [-0.26, 0.04, -0.18], [0.27, 0.37, 0.22], [-0.04, 0.06, 0.03], [0.07, 0.23, -0.01], [-0.13, 0.00, -0.05], [-0.01, -0.08, 0.14], [0.17, 0.13, 0.08], [0.22, -0.08, -0.17], [-0.20, -0.11, 0.10], [0.02, 0.02, -0.14], [-0.18, 0.08, -0.01], [0.09, -0.25, 0.06]],
  "mulliken_charge": [-0.68, -0.84, 1.03, -0.35, -0.67, 0.04, -1.37, 0.34, 0.28, 0.35, 0.40, 0.29, 0.25, 0.36, 0.32, 0.27],
  "smiles": "C#CC[C@]1(C)CN1",
  "max_force_ev_per_a": 0.50,
  "total_charge": 0,
  "relative_energy_kcal_mol": 68.2,
  "homo_energy_ev": -9.46,
  "total_energy_ha": -288.673432
}


3.
{
  "formula": "C2H6N4O",
  "method": "wB97M-V/def2-TZVPD",
  "elements": ["O", "N", "N", "N", "N", "C", "C", "H", "H", "H", "H", "H", "H"],
  "coordinates": [[2.12840, -0.70240, -0.35252], [1.38620, 1.33531, 0.55465], [-0.76121, -0.70766, -1.12383], [0.13809, 1.94883, 0.43567], [-0.95560, -0.50614, 1.17790], [-0.28208, -0.10911, 0.01558], [1.17518, 0.15215, 0.09920], [-0.56390, -0.05158, 1.99293], [-1.94699, -0.29935, 1.14112], [-1.68348, -1.11556, -1.12530], [-0.40989, -0.38752, -2.01124], [1.82502, -1.61330, -0.24137], [-0.04973, 2.05633, -0.56279]],
  "forces_ev_per_a": [[-0.13, 0.05, 0.18], [0.49, -0.81, -0.36], [-0.01, 0.16, 0.09], [-0.90, -0.87, -0.29], [0.10, -0.05, -0.05], [-0.17, 0.56, 0.23], [0.26, 0.68, 0.22], [0.02, 0.03, -0.07], [0.08, 0.01, -0.05], [0.09, 0.09, 0.02], [-0.05, -0.02, 0.06], [0.00, 0.08, -0.01], [0.23, 0.11, 0.06]],
  "mulliken_charge": [-0.49, -0.34, -0.39, -0.48, -0.54, 0.05, 0.60, 0.32, 0.24, 0.21, 0.23, 0.33, 0.24],
  "smiles": "[H]/N=N\\C(O)=C(N)N",
  "max_force_ev_per_a": 1.28,
  "total_charge": 0,
  "relative_energy_kcal_mol": 97.4,
  "homo_energy_ev": -7.67,
  "total_energy_ha": -373.955155
}